A:
Molecular formula: C4H12S
Method: DFT, ωB97M-V with the def2-TZVPD basis set

Element x y z (Å)
S -2.27 -2.04 -0.63
C 1.27 3.29 0.99
C -1.40 -3.58 -0.28
C 1.24 1.87 0.46
C -0.86 -0.99 -0.95
H -0.32 -0.75 -0.04
H -2.16 -4.28 0.09
H -1.03 -4.03 -1.20
H 1.51 1.12 1.20
H 0.69 3.44 1.90
H -0.65 -3.59 0.50
H 0.23 1.65 0.10
H -1.11 -0.07 -1.47
H 0.91 3.99 0.23
H 1.82 1.79 -0.46
H 2.28 3.67 1.18
H -0.17 -1.48 -1.64

The value obtained for the gap between HOMO and LUMO is 9.537 eV. The calculation puts the LUMO energy at 1.0 eV. As for the total charge: 0.

***

B:
Molecular formula: C4H12S
Method: DFT, ωB97M-V with the def2-TZVPD basis set

Element x y z (Å)
S 0.53 -1.58 0.10
C -0.54 -1.88 -1.34
C 0.84 -3.13 1.06
C -0.34 2.11 0.49
C 0.17 3.40 -0.18
H 0.44 1.56 1.01
H 0.11 4.31 0.42
H -1.31 -1.11 -1.34
H 0.05 -1.80 -2.26
H -0.49 3.60 -1.02
H -0.02 -3.80 0.97
H -0.86 1.46 -0.21
H 0.54 -2.77 2.06
H -1.09 2.46 1.20
H 1.88 -3.41 1.06
H 1.20 3.37 -0.56
H -1.13 -2.78 -1.47

The value obtained for the gap between HOMO and LUMO is 9.480 eV. The calculation puts the LUMO energy at 1.0 eV. As for the total charge: 0.

***

C:
Molecular formula: C4H12S
Method: DFT, ωB97M-V with the def2-TZVPD basis set

Element x y z (Å)
S -0.50 1.14 -1.90
C -0.83 1.54 -0.07
C -1.95 0.14 -2.51
C 1.43 -1.60 1.23
C 1.68 -0.18 1.78
H 1.00 0.11 2.51
H 2.35 -2.15 1.25
H -0.80 0.61 0.45
H 0.11 2.19 0.15
H 2.78 0.03 2.00
H -2.12 0.09 -3.56
H 0.48 -2.04 1.75
H 1.51 0.23 0.83
H -1.77 -0.98 -2.27
H -1.71 2.09 0.04
H -2.82 0.42 -1.85
H 1.15 -1.66 0.16

The value obtained for the gap between HOMO and LUMO is 9.527 eV. The calculation puts the LUMO energy at 1.0 eV. As for the total charge: 0.

***

Most stable structure: A

***

A:
Molecular formula: C3H7BO2
Method: DFT, ωB97M-V with the def2-TZVPD basis set

Element x y z (Å)
O -0.11 -1.13 -0.28
O -0.12 1.12 0.23
C 2.38 -0.02 -0.06
C -1.52 0.80 0.21
C -1.49 -0.77 -0.15
B 0.60 -0.01 -0.01
H 2.74 1.03 -0.10
H -2.06 -1.41 0.74
H -1.92 0.91 1.19
H 2.83 -0.51 -0.81
H -2.06 1.46 -0.56
H 2.58 -0.56 0.85
H -1.85 -0.92 -1.23

The value obtained for the gap between HOMO and LUMO is 11.236 eV. The calculation puts the LUMO energy at 0.7 eV. As for the total charge: 0.

***

B:
Molecular formula: C3H7BO2
Method: DFT, ωB97M-V with the def2-TZVPD basis set

Element x y z (Å)
O -0.44 -0.83 -0.63
O 0.18 0.87 0.73
C 1.88 0.28 -1.19
C -0.88 0.22 1.37
C -1.55 -0.63 0.29
B 0.52 0.13 -0.38
H 2.51 -0.59 -1.08
H 2.41 1.19 -1.02
H 1.55 0.29 -2.28
H -2.33 -0.21 -0.40
H -1.55 1.04 1.70
H -0.27 -0.26 2.18
H -2.03 -1.49 0.70

The value obtained for the gap between HOMO and LUMO is 11.078 eV. The calculation puts the LUMO energy at 0.8 eV. As for the total charge: 0.

***

Most stable structure: B